ORCA calculation (ωB97M-V with the def2-TZVPD basis set) on a structure of composition C42H40BN11P2Se2Ti.

Geometry as XYZ:
```
99
C42H40BN11P2Se2Ti ωB97M-V with the def2-TZVPD basis set
Ti 1.660 0.635 0.139
C 0.017 2.956 -2.207
C 0.972 3.429 -1.167
C 1.338 4.734 -0.882
C 2.302 4.641 0.104
N 2.521 3.359 0.404
N 1.666 2.593 -0.365
B 3.597 2.620 1.271
N 2.813 1.819 2.381
C 2.875 1.906 3.699
C 2.024 0.954 4.267
C 1.453 0.282 3.215
C 0.469 -0.830 3.216
N 1.939 0.810 2.047
N 4.261 1.551 0.313
C 5.550 1.489 -0.015
C 5.721 0.581 -1.049
C 4.463 0.092 -1.337
C 4.103 -0.843 -2.440
N 3.561 0.662 -0.487
N 4.653 3.451 1.893
C 5.068 4.751 1.830
C 6.161 4.884 2.632
C 6.376 3.597 3.186
C 7.446 3.172 4.134
N 5.479 2.741 2.737
H 0.211 3.486 -3.139
H -1.010 3.160 -1.903
H 0.117 1.887 -2.400
H 0.969 5.634 -1.343
H 2.831 5.434 0.606
H 3.530 2.624 4.165
H 1.858 0.781 5.316
H 0.173 -1.059 4.237
H 0.896 -1.729 2.766
H -0.425 -0.553 2.654
H 6.266 2.101 0.507
H 6.643 0.333 -1.545
H 4.725 -0.616 -3.304
H 3.061 -0.760 -2.734
H 4.299 -1.879 -2.157
H 4.609 5.494 1.200
H 6.734 5.779 2.805
H 8.041 4.026 4.449
H 8.112 2.449 3.664
H 7.018 2.705 5.020
Se -4.112 -3.141 -0.519
P -4.048 -0.948 -0.674
C -5.196 -0.172 0.428
C -5.133 -0.476 1.791
C -6.028 0.116 2.660
C -6.978 1.009 2.172
C -7.037 1.311 0.820
C -6.147 0.719 -0.064
C -4.387 -0.665 -2.403
C -5.560 -1.203 -2.944
C -5.859 -0.985 -4.277
C -4.996 -0.237 -5.068
C -3.831 0.298 -4.532
C -3.519 0.085 -3.200
C -2.404 -0.315 -0.305
C -1.120 -0.819 -0.315
N -0.309 0.249 -0.087
N -1.074 1.350 0.052
N -2.312 1.033 -0.087
P -0.301 -2.407 -0.471
Se 1.828 -1.859 -0.283
C -0.665 -3.090 -2.076
C -0.412 -2.291 -3.195
C -0.679 -2.778 -4.460
C -1.189 -4.064 -4.613
C -1.439 -4.858 -3.503
C -1.182 -4.375 -2.229
C -0.747 -3.491 0.871
C -0.039 -4.688 1.002
C -0.340 -5.548 2.045
C -1.334 -5.213 2.957
C -2.024 -4.013 2.838
C -1.731 -3.148 1.797
H -4.397 -1.177 2.172
H -5.995 -0.117 3.715
H -7.678 1.471 2.855
H -7.779 2.005 0.449
H -6.195 0.957 -1.119
H -6.240 -1.779 -2.328
H -6.766 -1.394 -4.700
H -5.237 -0.063 -6.109
H -3.173 0.889 -5.154
H -2.619 0.518 -2.782
H -0.001 -1.293 -3.079
H -0.485 -2.165 -5.330
H -1.388 -4.448 -5.604
H -1.834 -5.857 -3.630
H -1.397 -4.992 -1.367
H 0.751 -4.950 0.308
H 0.203 -6.477 2.150
H -1.566 -5.889 3.770
H -2.787 -3.755 3.560
H -2.261 -2.206 1.715
```

Its multiplicity is 2. The total energy comes out at -8586.01225 a.u. The expectation value of S² is 0.754. The total charge is +3.

Which charges does Löwdin predict for the atoms? In e, they are: Ti 0.98; C -0.02; C -0.28; C 0.05; C 0.01; N 0.06; N -0.03; B -0.61; N 0.05; C 0.03; C 0.06; C -0.27; C -0.01; N -0.04; N 0.04; C 0.02; C 0.05; C -0.30; C -0.05; N -0.08; N -0.02; C -0.05; C 0.01; C -0.33; C -0.01; N 0.10; H 0.10; H 0.09; H 0.06; H 0.13; H 0.13; H 0.15; H 0.13; H 0.10; H 0.07; H 0.08; H 0.14; H 0.14; H 0.10; H 0.05; H 0.09; H 0.11; H 0.12; H 0.09; H 0.09; H 0.08; Se 0.73; P 0.72; C -0.37; C -0.09; C -0.04; C -0.02; C -0.03; C -0.05; C -0.38; C -0.09; C -0.03; C -0.02; C -0.04; C -0.07; C -0.39; C -0.40; N -0.20; N 0.00; N 0.07; P 0.76; Se 0.65; C -0.37; C -0.09; C -0.04; C -0.03; C -0.04; C -0.10; C -0.40; C -0.08; C -0.03; C -0.02; C -0.05; C -0.16; H 0.09; H 0.12; H 0.13; H 0.12; H 0.11; H 0.11; H 0.13; H 0.13; H 0.12; H 0.09; H 0.10; H 0.12; H 0.13; H 0.13; H 0.10; H 0.12; H 0.13; H 0.13; H 0.12; H 0.07


ORCA calculation (ωB97M-V with the def2-TZVPD basis set) on the molecule C3HCl4F in a non-equilibrium geometry.

Geometry as XYZ:
```
9
C3HCl4F ωB97M-V with the def2-TZVPD basis set
C 0.856 -0.130 -0.429
C -0.363 0.707 -0.142
C -0.409 -0.694 0.482
H 1.004 -0.549 -1.327
F -0.192 1.716 0.638
Cl 2.447 0.159 0.417
Cl -1.500 1.214 -1.288
Cl -1.431 -1.759 -0.519
Cl -0.411 -0.666 2.167
```

The total energy comes out at -2055.47555 a.u. As for the SMILES: F[C@@]1(Cl)[C@@H](Cl)C1(Cl)Cl.

Which charges does Löwdin predict for the atoms? In e, they are: C -0.52; C -1.10; C -1.17; H 0.04; F 0.01; Cl 0.59; Cl 0.77; Cl 0.63; Cl 0.75


ORCA calculation (ωB97M-V with the def2-TZVPD basis set) on a cluster of 3 separate species, C4H12O3 in total in a non-equilibrium geometry.

Geometry as XYZ:
```
19
C4H12O3 ωB97M-V with the def2-TZVPD basis set
C -1.935 -0.810 3.890
C -0.303 0.913 0.799
O -0.335 2.338 1.143
C -0.466 0.137 2.013
C -1.628 -0.376 2.426
H -3.028 -0.799 3.880
H -1.730 -0.452 4.893
H -1.774 -1.911 3.805
H 0.602 0.743 0.223
H -1.201 0.874 0.149
H -0.852 2.421 1.947
H 0.311 0.225 2.787
H -2.460 -0.400 1.736
H 4.599 -0.441 -5.119
H 4.024 -1.327 -6.246
O 4.856 -1.009 -5.864
H 1.208 -0.173 -3.927
H -0.192 0.419 -4.371
O 0.304 -0.373 -4.162
```

The total energy comes out at -385.24689 a.u. As for the SMILES: C/C=C/CO.O.O.

Which charges does Löwdin predict for the atoms? In e, they are: C -0.09; C -0.25; O -0.09; C -0.14; C -0.14; H 0.05; H 0.07; H 0.08; H 0.11; H 0.12; H 0.07; H 0.12; H 0.10; H 0.03; H 0.04; O -0.07; H 0.02; H 0.03; O -0.05


ORCA calculation (ωB97M-V with the def2-TZVPD basis set) on a structure of composition C16H32Li6O12P2 in a non-equilibrium geometry.

Geometry as XYZ:
```
68
C16H32Li6O12P2 ωB97M-V with the def2-TZVPD basis set
Li 19.996 2.389 20.906
Li 22.348 4.204 22.650
Li 19.965 3.741 23.508
Li 22.522 -0.341 21.059
Li 22.466 3.058 19.982
Li 24.798 1.609 21.908
P 22.342 1.790 22.152
O 21.486 2.552 23.124
O 23.237 0.593 22.626
O 23.416 2.842 21.729
O 21.691 1.386 20.806
P 19.930 4.766 21.353
O 20.902 4.059 20.345
O 20.815 5.269 22.558
O 18.988 3.616 21.910
O 19.049 5.839 20.808
C 17.346 1.149 25.778
C 18.669 0.893 26.488
C 19.656 1.462 25.478
O 18.995 2.578 24.883
C 17.586 2.533 25.162
H 16.468 1.146 26.426
H 17.154 0.385 25.019
H 18.821 -0.167 26.696
H 18.714 1.414 27.446
H 19.898 0.754 24.679
H 20.590 1.809 25.918
H 17.017 2.732 24.259
H 17.417 3.282 25.940
C 18.220 -1.476 20.822
C 18.447 -0.892 22.219
C 18.137 0.573 21.952
O 18.785 0.835 20.701
C 18.770 -0.342 19.917
H 17.146 -1.581 20.659
H 18.714 -2.421 20.606
H 19.482 -1.014 22.549
H 17.780 -1.284 22.988
H 18.482 1.304 22.681
H 17.061 0.718 21.796
H 19.808 -0.578 19.647
H 18.170 -0.236 19.013
C 25.798 4.843 17.746
C 24.666 5.847 18.024
C 23.858 5.155 19.133
O 24.217 3.751 19.073
C 25.087 3.528 17.970
H 26.636 4.965 18.432
H 26.170 4.964 16.729
H 24.060 5.998 17.132
H 25.026 6.819 18.357
H 22.782 5.246 18.988
H 24.114 5.520 20.126
H 24.516 3.207 17.092
H 25.787 2.721 18.205
C 21.625 3.044 15.764
C 21.341 1.530 15.747
C 21.590 1.108 17.199
O 21.527 2.293 17.981
C 21.171 3.401 17.166
H 21.098 3.579 14.977
H 22.702 3.180 15.615
H 21.872 0.953 14.991
H 20.287 1.378 15.485
H 22.604 0.708 17.310
H 20.824 0.398 17.513
H 21.614 4.315 17.550
H 20.086 3.552 17.179
```

The total energy comes out at -2260.32623 a.u.

Which charges does Löwdin predict for the atoms? In e, they are: Li 0.60; Li 0.67; Li 0.64; Li 0.75; Li 0.61; Li 0.78; P -0.10; O -0.41; O -0.52; O -0.57; O -0.52; P -0.09; O -0.52; O -0.55; O -0.53; O -0.37; C -0.16; C -0.16; C -0.20; O -0.22; C -0.16; H 0.11; H 0.10; H 0.11; H 0.12; H 0.11; H 0.12; H 0.13; H 0.13; C -0.15; C -0.16; C -0.18; O -0.21; C -0.19; H 0.11; H 0.11; H 0.11; H 0.11; H 0.09; H 0.14; H 0.10; H 0.12; C -0.15; C -0.13; C -0.16; O -0.22; C -0.20; H 0.11; H 0.11; H 0.11; H 0.11; H 0.10; H 0.13; H 0.11; H 0.12; C -0.15; C -0.16; C -0.19; O -0.19; C -0.19; H 0.11; H 0.10; H 0.11; H 0.11; H 0.12; H 0.11; H 0.11; H 0.14


ORCA calculation (ωB97M-V with the def2-TZVPD basis set) on a cluster of 4 separate species, C2H9NO3 in total in a non-equilibrium geometry.

Geometry as XYZ:
```
15
C2H9NO3 ωB97M-V with the def2-TZVPD basis set
C -3.202 0.064 0.383
C -2.086 -0.367 -0.460
N -0.836 -0.077 -0.416
O 1.484 -0.902 -1.749
H -2.977 0.441 1.391
H -4.111 -0.511 0.206
H 2.828 1.576 -0.106
H -0.423 0.312 0.628
H -2.404 -1.121 -1.189
H 1.540 0.664 1.048
H 1.440 -0.215 2.324
O 0.873 0.486 1.893
H 2.016 -0.324 -1.163
H 0.605 -0.687 -1.427
O 2.527 0.693 0.064
```

The total energy comes out at -361.80542 a.u.

Which charges does Löwdin predict for the atoms? In e, they are: C 0.27; C -0.24; N 0.19; O -0.10; H 0.10; H 0.09; H -0.03; H 0.15; H 0.11; H -0.04; H 0.06; O -0.19; H -0.03; H -0.06; O -0.27


ORCA calculation (ωB97M-V with the def2-TZVPD basis set) on the molecule C5H8O.

Geometry as XYZ:
```
14
C5H8O ωB97M-V with the def2-TZVPD basis set
O 0.445 -1.859 0.652
C 0.679 -1.033 -0.389
C -0.462 -0.499 -1.139
C -1.154 0.432 -0.167
C -0.391 1.257 0.594
C 1.020 1.100 0.732
H -0.495 -1.812 0.897
H 1.669 -1.179 -0.788
H -1.155 -1.279 -1.494
H -0.088 0.038 -2.020
H -2.233 0.398 -0.067
H -0.883 2.140 1.015
H 1.579 2.029 0.934
H 1.467 0.268 1.240
```

The total energy comes out at -270.40949 a.u.

Which charges does Löwdin predict for the atoms? In e, they are: O 0.02; C -0.21; C -0.21; C -0.13; C -0.22; C -0.02; H 0.12; H 0.12; H 0.12; H 0.13; H 0.09; H 0.10; H 0.05; H 0.03


ORCA calculation (ωB97M-V with the def2-TZVPD basis set) on the molecule C36H39N3O6 in a non-equilibrium geometry.

Geometry as XYZ:
```
84
C36H39N3O6 ωB97M-V with the def2-TZVPD basis set
C 0.601 0.532 -3.978
H 0.788 -0.421 -4.466
H 1.079 1.345 -4.527
H -0.473 0.729 -3.922
O 1.149 0.423 -2.676
C 1.074 1.539 -1.918
O 0.603 2.569 -2.349
C 1.596 1.316 -0.571
C 1.650 2.288 0.371
N 2.041 1.957 1.648
C 2.019 0.665 2.123
C 1.967 -0.361 1.241
C 1.789 -1.756 1.646
O 1.664 -2.156 2.785
O 1.758 -2.584 0.581
C 1.468 -3.959 0.820
C 0.124 -4.351 0.207
H -0.006 -5.423 0.358
H 0.152 -4.174 -0.868
C -1.062 -3.576 0.810
N -1.891 -2.995 -0.233
C -1.306 -1.847 -0.900
C -1.308 -0.581 -0.038
H -0.795 0.217 -0.570
H -0.751 -0.788 0.877
C -2.742 -0.167 0.327
C -3.475 0.314 -0.919
C -4.725 -0.150 -1.307
C -5.349 0.344 -2.441
C -4.742 1.321 -3.207
C -3.513 1.820 -2.812
C -2.894 1.328 -1.679
H -1.949 1.758 -1.380
H -3.032 2.601 -3.382
H -5.228 1.701 -4.094
H -6.319 -0.040 -2.723
H -5.242 -0.899 -0.727
C -2.781 1.005 1.302
C -1.644 1.569 1.865
C -1.743 2.634 2.745
C -2.977 3.157 3.080
C -4.118 2.606 2.521
C -4.018 1.545 1.642
H -4.916 1.136 1.202
H -5.090 3.008 2.769
H -3.051 3.987 3.767
H -0.846 3.059 3.176
H -0.666 1.186 1.621
C -3.372 -1.394 1.016
H -4.421 -1.217 1.254
C -3.244 -2.672 0.169
H -3.657 -3.518 0.725
H -3.820 -2.562 -0.755
H -2.849 -1.545 1.965
H -0.281 -2.088 -1.187
H -1.881 -1.669 -1.814
H -0.683 -2.828 1.522
H -1.693 -4.263 1.379
H 2.278 -4.534 0.361
H 1.465 -4.133 1.901
C 2.098 -0.077 -0.244
C 3.540 -0.239 -0.671
C 4.517 0.612 -0.179
C 5.839 0.447 -0.570
C 6.213 -0.559 -1.452
C 5.237 -1.406 -1.940
C 3.915 -1.247 -1.553
H 3.159 -1.914 -1.938
H 5.506 -2.195 -2.626
H 7.249 -0.660 -1.735
N 6.836 1.342 -0.043
O 6.470 2.195 0.741
O 7.982 1.193 -0.410
H 4.276 1.409 0.505
H 1.506 -0.805 -0.799
C 2.017 0.570 3.612
H 2.841 1.157 4.017
H 2.115 -0.462 3.929
H 1.083 0.968 4.010
H 2.064 2.700 2.332
C 1.280 3.721 0.197
H 1.169 3.962 -0.854
H 0.330 3.920 0.695
H 2.044 4.358 0.641
```

The total energy comes out at -2010.89150 a.u. As for the SMILES: COC(=O)C1=C(C)NC(C)=C(C(=O)OCCCN2CCC(c3ccccc3)(c3ccccc3)CC2)[C@@H]1c1cccc([N+](=O)[O-])c1.

Which charges does Löwdin predict for the atoms? In e, they are: C -0.04; H 0.10; H 0.10; H 0.09; O -0.05; C -0.45; O 0.09; C -0.05; C -0.22; N 0.12; C -0.22; C -0.04; C -0.43; O 0.08; O -0.01; C -0.16; C -0.13; H 0.11; H 0.11; C -0.17; N -0.16; C -0.15; C -0.10; H 0.10; H 0.11; C -0.34; C -0.17; C -0.04; C -0.08; C -0.09; C -0.07; C -0.02; H 0.11; H 0.11; H 0.10; H 0.10; H 0.11; C -0.15; C -0.02; C -0.09; C -0.09; C -0.07; C -0.02; H 0.12; H 0.10; H 0.10; H 0.09; H 0.09; C -0.09; H 0.11; C -0.17; H 0.12; H 0.11; H 0.13; H 0.11; H 0.13; H 0.11; H 0.12; H 0.13; H 0.12; C -0.16; C -0.13; C 0.08; C -0.14; C 0.00; C -0.05; C 0.00; H 0.12; H 0.11; H 0.12; N -0.36; O 0.08; O 0.08; H 0.12; H 0.12; C 0.01; H 0.09; H 0.07; H 0.09; H 0.15; C 0.01; H 0.07; H 0.09; H 0.09


ORCA calculation (ωB97M-V with the def2-TZVPD basis set) on a structure of composition C17H13N3O5PdS.

Geometry as XYZ:
```
40
C17H13N3O5PdS ωB97M-V with the def2-TZVPD basis set
Pd -0.907 -0.584 -1.292
O 2.175 3.491 4.013
C 2.665 2.415 3.607
O 3.687 1.812 4.004
C 1.927 1.754 2.423
C 2.383 0.564 1.873
C 1.722 0.012 0.784
N 0.650 0.574 0.231
C 0.194 1.705 0.766
C 0.800 2.325 1.854
C -1.032 2.280 0.119
C -1.928 3.064 0.839
C -3.068 3.522 0.203
C -3.273 3.189 -1.126
C -2.318 2.413 -1.763
N -1.220 1.964 -1.161
C 2.198 -1.269 0.150
C 3.126 -2.098 0.785
C 3.527 -3.259 0.151
C 3.001 -3.565 -1.096
C 2.085 -2.681 -1.643
N 1.689 -1.567 -1.039
H 3.267 0.132 2.320
H 0.443 3.257 2.269
H -1.747 3.273 1.885
H -3.797 4.109 0.749
H -4.163 3.497 -1.660
H -2.447 2.102 -2.793
H 3.510 -1.840 1.761
H 4.238 -3.921 0.631
H 3.279 -4.465 -1.630
H 1.626 -2.875 -2.609
C -2.180 -2.840 -2.212
S -3.359 -1.981 -1.192
O -2.742 -1.863 0.125
O -4.531 -2.860 -1.204
O -3.596 -0.703 -1.858
H -2.027 -3.815 -1.751
H -1.193 -2.327 -2.329
H -2.663 -2.942 -3.183
```

The total energy comes out at -1722.21525 a.u. The total charge is -2.

Which charges does Löwdin predict for the atoms? In e, they are: Pd 0.21; O -0.07; C -0.70; O -0.07; C -0.10; C 0.03; C -0.20; N 0.12; C -0.20; C 0.04; C -0.22; C -0.03; C -0.09; C -0.08; C -0.15; N 0.08; C -0.20; C -0.02; C -0.10; C -0.09; C -0.15; N 0.09; H 0.10; H 0.11; H 0.10; H 0.09; H 0.09; H 0.10; H 0.10; H 0.09; H 0.09; H 0.10; C -0.22; S 0.29; O -0.41; O -0.42; O -0.42; H 0.05; H 0.00; H 0.05